No. 1
{
  "formula": "C17H10BrCl4O3Pd",
  "method": "the ωB97M-V functional and the def2-TZVPD basis",
  "species": ["Pd", "Br", "C", "C", "C", "C", "C", "C", "C", "C", "C", "C", "H", "H", "H", "H", "H", "H", "Cl", "C", "C", "Cl", "C", "Cl", "C", "O", "C", "O", "C", "Cl", "C", "O", "H", "H", "H", "H"],
  "xyz": [[0.07364, 0.79621, 0.26474], [-1.43062, 1.25718, 2.38730], [-2.77781, -0.01424, 1.82329], [-3.82942, -0.24163, 2.65961], [-4.81134, -1.17210, 2.27789], [-4.70980, -1.83326, 1.08616], [-3.62401, -1.59654, 0.21266], [-3.50284, -2.27743, -1.01934], [-2.44188, -2.04902, -1.84991], [-1.44902, -1.11696, -1.48819], [-1.53268, -0.42551, -0.30639], [-2.61484, -0.65777, 0.57806], [-3.91057, 0.28760, 3.59932], [-5.64679, -1.35783, 2.93888], [-5.46127, -2.55499, 0.79131], [-4.27560, -2.98507, -1.29371], [-2.35691, -2.58805, -2.78461], [-0.62266, -0.93365, -2.16536], [6.13013, 4.20288, -1.22377], [4.75468, 3.21487, -1.34420], [4.59359, 2.39900, -2.45988], [5.76526, 2.40138, -3.68966], [3.45307, 1.56714, -2.57106], [3.23327, 0.58086, -3.92379], [2.44660, 1.52341, -1.55485], [1.46124, 0.76508, -1.62330], [2.59818, 2.41560, -0.38615], [1.71893, 2.42333, 0.48674], [3.77632, 3.22662, -0.31803], [3.96897, 4.21218, 1.03684], [1.77112, -1.73530, 1.98070], [1.63399, -0.79963, 0.89942], [2.73170, -1.60266, 2.47889], [1.67819, -2.75887, 1.61977], [0.97176, -1.53217, 2.68729], [2.23742, -1.04066, 0.19333]],
  "atomic_forces_ev_per_a": [[-0.363, -0.347, -0.273], [-0.235, -0.249, -0.026], [0.005, 0.060, 0.152], [0.281, 0.250, 0.049], [-0.160, -0.190, -0.151], [-0.038, 0.051, 0.128], [0.161, 0.175, 0.073], [0.037, -0.057, -0.154], [-0.206, -0.090, 0.029], [0.038, 0.273, 0.202], [0.513, -0.016, 0.059], [-0.025, -0.061, -0.127], [-0.001, -0.029, 0.004], [0.007, 0.006, 0.001], [-0.017, 0.017, 0.015], [0.029, -0.022, 0.002], [-0.022, 0.028, -0.014], [0.031, -0.070, 0.003], [-0.111, -0.001, 0.120], [0.362, -0.266, -0.794], [0.439, 0.561, 0.386], [-0.106, -0.066, 0.008], [-0.230, -0.472, -0.559], [0.057, 0.229, 0.336], [-0.260, -0.105, 0.153], [0.161, 0.070, -0.013], [-0.257, -0.184, -0.044], [0.236, 0.079, 0.141], [-0.044, 0.465, 0.662], [-0.081, -0.250, -0.324], [-0.085, -0.039, 0.130], [-0.003, 0.237, 0.063], [-0.015, 0.025, -0.026], [-0.039, 0.026, -0.023], [-0.022, 0.031, -0.029], [-0.035, -0.066, -0.158]],
  "nbo_charge": [1.046, 0.103, -0.047, -0.237, -0.203, -0.151, -0.079, -0.168, -0.204, -0.261, -0.257, -0.075, 0.237, 0.232, 0.224, 0.222, 0.224, 0.219, 0.160, -0.080, -0.093, 0.156, -0.006, 0.211, 0.290, -0.540, 0.380, -0.553, -0.041, 0.219, -0.248, -0.753, 0.185, 0.191, 0.203, 0.493],
  "molar_mass_da": 590.4,
  "multiplicity": 5,
  "charge": 1,
  "orbital_gap_ev": [7.31, 3.52]
}

No. 2
{
  "formula": "C40H42AsCl5LaN6O7PS2Te",
  "method": "the ωB97M-V functional and the def2-TZVPD basis",
  "species": ["La", "S", "C", "C", "N", "C", "S", "C", "N", "Cl", "C", "C", "C", "Cl", "C", "Cl", "C", "Cl", "C", "Cl", "N", "C", "C", "C", "C", "N", "C", "N", "N", "C", "O", "O", "H", "H", "H", "H", "H", "H", "H", "H", "H", "H", "H", "H", "H", "H", "C", "C", "O", "O", "H", "H", "H", "C", "C", "C", "C", "C", "C", "As", "C", "C", "C", "C", "C", "C", "C", "C", "C", "C", "C", "C", "H", "H", "H", "H", "H", "H", "H", "H", "H", "H", "H", "H", "H", "H", "H", "C", "C", "O", "P", "O", "Te", "O", "C", "C", "H", "H", "H", "H", "H", "H", "H", "H", "H", "H"],
  "xyz": [[-0.59136, -1.85741, 1.08715], [-2.70087, -4.01503, 1.90189], [-3.35655, -4.68058, 0.36989], [-4.25374, -5.81561, 0.59617], [-4.98815, -6.70459, 0.59634], [-3.15133, -4.20771, -0.89292], [-2.24168, -2.79738, -1.40512], [-3.65473, -4.94929, -2.05104], [-3.95139, -5.52777, -3.00833], [-0.06368, 2.65241, 2.68284], [0.13616, 1.34274, 3.85541], [-0.17812, 0.06524, 3.42408], [-0.09004, -0.91044, 4.40174], [-0.63780, -2.55501, 3.99295], [0.41663, -0.73921, 5.66080], [0.68491, -2.03911, 6.79926], [0.70097, 0.57824, 6.07991], [1.20014, 0.86846, 7.72648], [0.61511, 1.64366, 5.12906], [0.95290, 3.24049, 5.61253], [-2.88742, -0.34350, 1.42942], [-2.73489, 1.12154, 1.22466], [-4.02894, 1.88827, 0.65708], [-4.71526, 2.87918, 1.66330], [-3.76120, 3.97985, 2.17286], [-2.94792, 4.50140, 1.08119], [-2.19898, 5.49572, 1.31194], [-1.56557, 6.22180, 0.28918], [-1.92946, 6.07606, 2.58014], [-1.64240, 1.28811, 0.19741], [-1.43038, 2.54481, -0.17821], [-1.02363, 0.36462, -0.27953], [-3.57763, -0.74384, 0.76884], [-3.26896, -0.52184, 2.38845], [-2.44821, 1.56261, 2.18157], [-4.78073, 1.07908, 0.49069], [-3.84825, 2.36226, -0.32330], [-5.02251, 2.37892, 2.55442], [-5.58343, 3.31945, 1.20419], [-3.07471, 3.56472, 2.92577], [-4.32032, 4.80989, 2.70439], [-2.04712, 3.08890, 0.30369], [-1.46704, 5.72408, -0.55914], [-0.72822, 6.68915, 0.59171], [-2.18868, 5.44151, 3.39769], [-1.04475, 6.50046, 2.74968], [3.15503, 0.15974, 1.81238], [2.58343, -0.34101, 0.48781], [3.16458, -0.08258, -0.56639], [1.44704, -0.94435, 0.60584], [3.72098, -0.66327, 2.33658], [2.37446, 0.43773, 2.51541], [3.87767, 0.98308, 1.57948], [2.66885, 4.82586, -2.14956], [2.75146, 4.23236, -3.36281], [2.30759, 2.93820, -3.50627], [1.75661, 2.22302, -2.44363], [1.67266, 2.82866, -1.20242], [2.18414, 4.10236, -1.08459], [1.03155, 0.44395, -2.79352], [2.33371, 0.03947, -4.21576], [2.16334, 0.37295, -5.50665], [3.19836, 0.27657, -6.41187], [4.43657, -0.14752, -6.02209], [4.58857, -0.52238, -4.67540], [3.57939, -0.43656, -3.73921], [-0.43142, 1.05656, -3.97792], [-1.58312, 0.22541, -3.98108], [-2.67552, 0.49129, -4.71078], [-2.76031, 1.71083, -5.40951], [-1.72049, 2.58863, -5.32188], [-0.52269, 2.24575, -4.65804], [2.92744, 5.89432, -2.10413], [3.24924, 4.73901, -4.23726], [2.40342, 2.50936, -4.45638], [1.29323, 2.24318, -0.34556], [2.13944, 4.58202, -0.08247], [1.12990, 0.60407, -5.86005], [2.96893, 0.57107, -7.40945], [5.31810, -0.26688, -6.68003], [5.54576, -0.90232, -4.38175], [3.63937, -0.72250, -2.71346], [-1.55017, -0.66069, -3.34219], [-3.49479, -0.27478, -4.71371], [-3.68494, 2.02725, -5.86492], [-1.88622, 3.57596, -5.72409], [0.29462, 2.91822, -4.67872], [3.91427, -3.70027, 4.61669], [3.08164, -3.47308, 3.38442], [2.36930, -4.72860, 3.20454], [1.82854, -4.79486, 1.67686], [0.85853, -3.65147, 1.47690], [3.53162, -4.82645, 0.05006], [1.01299, -6.15537, 1.78162], [0.28341, -6.67278, 0.65582], [-0.32634, -7.92565, 1.14158], [4.34309, -2.74871, 5.00432], [4.61871, -4.48998, 4.48835], [3.16873, -4.06630, 5.32879], [3.68655, -3.34437, 2.57143], [2.37325, -2.61927, 3.43520], [0.97550, -6.92139, -0.14458], [-0.49237, -5.97800, 0.31127], [0.46663, -8.46577, 1.60783], [-0.80815, -8.48800, 0.35385], [-1.06246, -7.69704, 1.96391]],
  "atomic_forces_ev_per_a": [[-0.583, -0.237, -0.616], [-0.258, 0.046, -1.096], [-0.180, -0.016, 1.210], [0.554, 0.601, -1.202], [0.019, -0.006, 0.433], [-0.086, -0.401, -0.580], [0.192, 0.143, 0.765], [0.085, -0.122, 0.267], [-0.008, 0.336, 0.523], [0.287, 0.179, 0.195], [0.192, -0.523, -0.197], [-0.619, -0.245, -0.001], [-0.023, -0.489, -0.801], [0.078, 0.197, 0.367], [0.380, 0.956, 1.617], [-0.224, 0.206, -0.466], [0.304, 0.307, -0.927], [-0.071, 0.149, -0.538], [-0.582, -1.518, 0.895], [0.192, 0.657, 0.247], [-1.357, 0.400, 1.062], [-1.280, -0.462, -0.589], [-0.854, -0.977, 0.937], [1.790, 0.290, -0.470], [0.104, 0.495, 0.139], [-0.791, 0.170, -0.111], [1.623, 1.595, 0.669], [-0.557, -0.308, 1.423], [-1.959, -2.192, 1.116], [0.417, 0.313, -0.020], [0.975, -1.350, -0.773], [-0.048, 0.363, 0.039], [0.647, 0.153, 0.358], [0.434, 0.108, -1.176], [0.254, -0.025, -0.228], [0.509, 0.562, -0.118], [-0.034, -0.145, 0.583], [-0.490, -0.763, 0.522], [-0.345, 0.185, -0.304], [-0.179, -0.219, 0.108], [0.338, -0.808, -0.616], [-0.755, 1.467, 0.455], [0.102, -0.535, -0.880], [0.151, -0.007, -0.184], [0.571, 1.233, -1.733], [0.521, 0.215, -0.287], [1.459, -0.339, 0.122], [-0.407, 0.292, 0.099], [-0.184, -0.251, 0.343], [0.813, 0.326, -0.318], [-0.411, 0.640, -0.699], [-0.105, 0.291, -0.142], [-0.676, -0.602, 0.450], [0.137, 1.567, 0.448], [0.929, 0.009, -2.093], [0.048, 0.222, 0.984], [-0.032, 0.045, -0.855], [0.267, -0.960, 0.185], [-0.635, 1.071, 2.203], [-0.294, -0.436, -0.161], [0.527, -0.259, 2.600], [-1.775, -0.120, -1.447], [-0.115, 0.268, -0.719], [0.852, -0.515, 0.782], [0.505, -0.140, -0.055], [-1.070, 0.471, -1.627], [-0.864, -0.410, 0.436], [2.289, -0.719, 1.320], [-2.206, -0.301, -1.127], [-0.519, -0.704, 0.765], [0.633, 0.285, 0.127], [-1.076, -0.048, -0.453], [0.101, -0.575, 0.524], [-0.769, -0.423, 0.967], [0.129, -0.728, -1.094], [0.206, 0.610, -0.471], [0.066, -0.289, -0.720], [1.084, 0.164, 0.191], [0.147, 0.058, -0.823], [-0.815, 0.249, 0.219], [0.460, -0.169, 0.249], [0.455, -0.136, 0.574], [-0.101, 0.036, -0.297], [0.671, 1.019, -0.054], [-0.128, -0.123, -0.273], [0.384, 0.214, -0.236], [0.500, 0.660, 0.039], [-1.374, 1.239, 0.961], [-1.216, -0.594, 1.950], [-0.228, 0.545, -0.838], [-0.274, -0.051, -0.324], [0.042, -0.202, 0.069], [0.105, -0.185, 0.041], [0.060, 0.072, 0.091], [-0.027, 0.453, -0.258], [-1.421, 0.100, 1.497], [-0.030, -0.744, -0.273], [0.760, -0.312, -0.291], [0.315, 0.120, 0.466], [1.607, 0.588, -2.341], [0.296, -0.538, 0.262], [0.208, 0.397, -0.213], [0.369, 0.209, 0.078], [0.501, -0.905, 0.203], [-0.100, -0.165, -0.159], [0.490, -0.253, -0.905]],
  "lowdin_charge": [1.664, 0.356, -0.776, -0.319, 0.116, -0.808, 0.435, -0.323, 0.115, 0.687, -0.698, -0.201, -0.684, 0.616, -0.701, 0.642, -0.677, 0.616, -0.732, 0.652, -0.035, -0.275, -0.101, -0.168, -0.246, 0.038, -0.511, 0.139, 0.122, -0.528, 0.084, -0.069, 0.081, 0.106, 0.101, 0.117, 0.118, 0.095, 0.098, 0.088, 0.128, 0.018, 0.080, 0.080, 0.107, 0.069, 0.001, -0.675, -0.031, -0.326, 0.084, 0.041, 0.086, -0.135, -0.114, -0.131, -0.348, -0.098, -0.107, 1.407, -0.384, -0.158, -0.117, -0.102, -0.090, -0.072, -0.369, -0.137, -0.102, -0.112, -0.104, -0.108, 0.100, 0.119, 0.068, 0.100, 0.106, 0.113, 0.087, 0.102, 0.089, 0.074, 0.054, 0.122, 0.088, 0.089, 0.069, -0.069, -0.340, -0.277, 0.067, -0.632, 0.272, -0.286, -0.311, -0.091, 0.087, 0.065, 0.069, 0.001, 0.106, 0.087, 0.112, 0.063, 0.076, 0.100],
  "molar_mass_da": 1332.6,
  "charge": -2,
  "orbital_gap_ev": 5.43
}